{
  "formula": "C11H8Cl2FeN2O3SeTl",
  "method": "wB97M-V/def2-TZVPD",
  "elements": ["Tl", "Fe", "Cl", "Cl", "C", "C", "C", "O", "O", "O", "C", "N", "C", "Se", "N", "C", "C", "C", "C", "C", "C", "H", "H", "H", "H", "H", "H", "H", "H"],
  "positions_angstrom": [[0.00833, 0.56056, -9.13510], [-0.04687, -0.34814, -1.33470], [-0.63647, 2.68326, -8.23640], [2.02843, -1.51574, -1.57680], [-0.70187, -1.58904, -0.13390], [-0.46427, 1.05036, -10.85190], [0.47273, -1.12694, -9.72420], [-1.10927, -2.37024, 0.60420], [-0.77127, 1.35646, -11.91620], [0.75173, -2.18204, -10.08410], [2.13733, -0.40904, 1.82330], [0.86133, 0.21206, 2.17360], [0.09813, 1.08026, 1.45000], [0.49333, 1.70296, -0.14240], [-1.02167, 1.44936, 2.11970], [-0.95487, 0.79496, 3.29150], [-1.85277, 0.83026, 4.35640], [-1.55067, 0.05136, 5.49000], [-0.37507, -0.73394, 5.52820], [0.51173, -0.74574, 4.43430], [0.18433, 0.03966, 3.32670], [2.90643, -0.12844, 2.57300], [2.48573, -0.07634, 0.82740], [2.02373, -1.51394, 1.81530], [-1.76867, 2.10666, 1.80150], [-2.74787, 1.43686, 4.31700], [-2.22207, 0.05466, 6.33880], [-0.15417, -1.32794, 6.40570], [1.41463, -1.34214, 4.45910]],
  "forces_ev_per_angstrom": [[-0.1738, 6.8587, 12.3828], [3.5418, 0.6437, -1.7918], [0.6952, -1.8695, -0.1560], [-2.1379, 1.0504, -0.0064], [-2.8933, -4.7826, 4.0094], [-4.6291, 5.1768, -16.1112], [4.1727, -13.9056, -2.7783], [1.5190, 2.5632, -2.2388], [1.3661, -1.3169, 4.8597], [-1.3943, 5.0594, 1.3632], [1.0673, -0.4358, -0.1606], [-0.9032, 0.5011, 0.0347], [-0.2286, -0.0438, -0.2025], [0.5860, 1.4974, -2.4917], [0.2507, 0.1585, -0.4467], [-3.9271, 1.3939, 2.3654], [0.1809, -0.4527, 0.5755], [-0.9714, 1.2304, -1.1641], [2.0129, -0.5526, -1.4634], [-0.6668, -0.3515, 1.5066], [2.4482, -2.2005, 1.3936], [-0.5581, -0.1078, -0.3701], [-0.4149, -0.1230, 0.6074], [-0.0023, 0.6980, 0.0011], [1.0848, -0.7343, 0.2339], [0.0135, -0.0102, 0.0362], [-0.0251, 0.0254, 0.0109], [0.0275, -0.0060, -0.0149], [-0.0405, 0.0362, 0.0162]],
  "charge": 4,
  "e_tot_ev": -150080.34465,
  "homo_lumo_gap_ev": [3.5, 3.6],
  "e_homo_ev": [-19.50, -19.59],
  "multiplicity": 6,
  "s2": 8.803
}